Density functional theory data (ωB97M-V with the def2-TZVPD basis set) for a 5-piece molecular cluster, C48H72F32N2O5P overall in a non-equilibrium geometry.

Computed properties:
E_HOMO ... -11.8 eV
Gap between HOMO and LUMO ... 9.739 eV
Spin multiplicity ... 1
Electronic energy ... -160396.376 eV
Total charge ... +1
Max |F| ... 4.3 eV Å⁻¹

```
160
Properties=species:S:1:pos:R:3:forces:R:3
C 0.2643 1.3984 3.4297 1.20 -0.85 -0.68
C -0.7773 0.8809 3.0840 -1.68 0.84 -0.37
C -2.2093 0.5819 2.5902 -0.33 -1.32 0.42
C -2.4005 0.6021 0.9990 2.08 2.77 0.03
O -2.4364 -0.6232 0.2897 0.29 0.86 1.09
C -1.2089 -1.3709 0.3915 1.20 -1.52 -0.70
C -0.3080 -1.3590 -0.9284 -0.55 -0.92 -0.21
C -1.1340 -1.3647 -2.2798 0.83 1.00 -0.29
C 0.5645 -2.6951 -0.9027 0.26 0.47 -0.48
C 1.8879 -2.6350 -1.7753 1.10 -0.14 -0.41
C 2.8049 -1.3589 -1.4911 -0.22 -0.32 0.08
C 1.6556 -2.7721 -3.3517 -0.70 -0.08 -0.08
C -1.1801 1.5350 0.4676 -1.88 0.94 -1.45
C -1.8295 1.9839 -0.9526 4.21 -0.62 0.59
N -3.3352 2.0875 -0.8080 0.73 0.57 -1.49
C -4.0620 1.5479 -2.0004 -0.85 -1.67 -2.02
C -4.8345 0.1774 -1.8638 -1.23 -0.04 -0.72
C -4.6428 -0.8314 -3.1050 -0.92 -0.46 0.94
N -4.2889 -2.1548 -2.4930 0.01 0.84 -0.30
P -3.5103 3.9206 -0.9126 0.44 2.80 1.09
C -3.0280 4.4683 -2.6698 0.45 -1.26 -0.20
C -5.2909 4.4480 -0.6645 -1.55 0.43 -1.36
C -6.0754 4.8186 -2.0134 -0.34 0.21 -0.01
C -3.5644 1.6420 0.5947 -0.07 -0.07 3.28
C -5.0306 1.4318 1.1661 -0.33 -0.89 -1.34
C -5.3407 0.0139 1.7780 -1.57 0.21 0.94
C -6.9009 0.0192 2.1881 0.22 -1.27 0.29
C -7.8176 -0.7501 1.1292 -0.73 1.32 0.55
C -8.6741 0.3258 0.3365 -0.74 -0.98 0.15
C -9.7879 -0.4184 -0.5419 2.07 0.35 -0.55
C -9.0126 -1.0240 -1.8284 -0.81 0.20 0.93
C -8.7596 -2.5799 -1.6439 0.15 0.51 -0.44
H 1.3642 1.5999 3.4873 -1.79 -0.09 0.29
H -2.5075 -0.4552 2.9458 0.36 1.22 -0.31
H -2.9903 1.2857 3.0193 1.31 -0.67 -0.18
H -0.5309 -1.0593 1.2373 -0.96 -0.03 -0.62
H -1.4576 -2.4632 0.5826 -0.12 1.38 -0.18
H 0.3368 -0.4370 -0.9242 -0.50 -1.00 0.07
H -2.0203 -0.6804 -2.1973 0.60 -1.00 -0.11
H -0.4580 -0.9177 -3.0812 -0.80 -0.56 0.88
H -1.4068 -2.3906 -2.6496 -0.03 1.10 0.69
H 0.8310 -2.9805 0.1544 -0.17 0.37 -0.93
H -0.0732 -3.5324 -1.3344 0.67 0.95 0.71
H 2.5100 -3.5364 -1.4646 -0.82 0.99 -0.36
H 3.0254 -1.2994 -0.3766 -0.24 0.12 -1.32
H 2.2454 -0.4344 -1.8302 0.75 -0.88 0.45
H 3.8031 -1.3928 -2.0550 -1.58 -0.11 0.79
H 2.4279 -3.4317 -3.8554 -0.82 0.90 0.73
H 1.6392 -1.7703 -3.8906 0.18 -1.12 0.77
H 0.6351 -3.2314 -3.5580 1.27 0.38 0.23
H -1.0739 2.5452 0.9663 -0.30 -1.55 0.29
H -0.1520 1.0954 0.4356 -1.18 0.16 -0.35
H -1.4220 1.2809 -1.7259 -1.35 0.51 0.44
H -1.2791 2.9613 -1.1269 -1.42 -0.86 -0.22
H -4.7996 2.3044 -2.4155 0.91 -0.75 0.91
H -3.3003 1.4210 -2.8344 -0.73 0.25 1.20
H -4.6662 -0.3980 -0.9156 0.34 0.71 -0.93
H -5.9464 0.4268 -1.8790 1.32 -0.18 0.28
H -5.6530 -0.9894 -3.6048 1.24 0.82 0.19
H -3.8886 -0.4705 -3.8545 -0.59 -0.48 0.78
H -4.0759 -2.8531 -3.2078 -0.41 0.18 0.33
H -5.1110 -2.4248 -1.9401 0.55 -0.32 -0.48
H -3.1592 5.5767 -2.7915 -0.22 -1.11 0.32
H -3.5478 3.8698 -3.4662 0.32 0.95 0.57
H -1.9196 4.2644 -2.7862 -1.25 0.24 0.21
H -5.2579 5.4120 -0.0756 0.32 -1.36 -0.53
H -5.9311 3.7407 -0.0710 0.91 0.49 -0.46
H -5.5345 5.6202 -2.6006 -0.51 -1.03 0.67
H -7.1018 5.2558 -1.7979 1.27 -0.59 0.02
H -6.2591 3.9275 -2.6795 0.32 0.87 0.64
H -3.2170 2.5550 1.1853 -0.25 -1.08 -0.84
H -5.2994 2.2080 1.9378 0.55 -0.69 -0.85
H -5.7493 1.5829 0.2958 0.67 -0.20 1.11
H -5.2133 -0.8558 1.0800 0.29 1.01 0.56
H -4.7918 -0.2065 2.7433 -0.22 0.44 -1.34
H -7.0374 -0.5353 3.1719 0.42 0.72 -1.11
H -7.2794 1.0676 2.3937 0.43 -1.13 -0.46
H -7.2443 -1.4295 0.4405 -0.34 0.80 0.66
H -8.5584 -1.4021 1.6887 0.89 0.68 -0.62
H -9.1949 0.9925 1.0854 0.70 -0.61 -0.69
H -7.9866 0.9582 -0.3057 -0.88 -0.56 0.59
H -10.1540 -1.3042 0.0436 -0.15 1.13 -0.46
H -10.5897 0.3146 -0.8337 0.66 -0.98 0.32
H -9.6404 -0.7539 -2.7217 0.82 -0.69 0.60
H -8.0241 -0.4929 -1.9316 -0.96 -0.46 0.04
H -7.7812 -2.8367 -2.1452 -1.13 -0.06 0.34
H -8.6515 -2.8634 -0.5536 -0.26 0.36 -1.25
H -9.6096 -3.1570 -2.1082 1.04 0.41 0.58
C 7.0253 -4.5918 -2.6432 0.18 -0.47 0.69
C 5.8063 -3.9533 -3.3380 0.54 0.50 0.53
C 5.7984 -4.0214 -4.8680 -0.42 0.00 -0.64
F 6.8658 -3.4179 -5.4218 -0.16 -0.09 0.07
F 4.7027 -3.3847 -5.3545 -0.13 -0.06 0.29
F 5.6602 -2.6823 -2.9001 0.06 0.05 -0.24
F 4.7058 -4.6174 -2.8934 -0.07 -0.41 -0.28
O 8.1097 -3.7305 -2.2811 -0.07 0.51 -1.16
C 9.0388 -3.3996 -3.2787 -0.52 -1.37 0.81
C 8.9867 -1.9208 -3.6810 0.08 0.81 -0.14
F 7.7433 -1.5391 -4.0396 0.10 -0.12 0.22
F 9.7926 -1.6917 -4.7438 0.09 -0.35 0.17
F 8.8884 -4.2389 -4.3220 0.42 0.30 -0.18
F 10.2572 -3.6694 -2.7583 0.00 0.43 -0.09
H 6.6581 -4.9635 -1.6839 -0.06 0.24 -0.05
H 7.3774 -5.4824 -3.1684 -0.07 0.22 -0.23
H 5.7651 -5.0589 -5.2110 0.02 -0.06 0.14
H 9.3078 -1.2838 -2.8525 0.07 -0.22 0.08
C 11.9496 -6.6521 -2.5041 -0.41 0.17 0.69
C 13.1048 -6.0670 -3.3392 0.34 -0.52 0.63
C 12.9067 -6.0481 -4.8578 0.21 0.37 -0.65
F 12.7055 -7.2764 -5.3731 -0.02 0.15 0.05
F 14.0146 -5.5554 -5.4638 0.01 0.12 0.29
F 14.2522 -6.6997 -3.0029 -0.09 0.04 -0.24
F 13.2633 -4.7711 -2.9388 -0.33 0.03 -0.30
O 12.0433 -8.0280 -2.1206 0.28 -0.29 -1.19
C 11.6583 -8.9926 -3.0627 -0.71 1.22 0.87
C 12.8350 -9.8334 -3.5733 0.62 -0.48 -0.18
F 13.8323 -9.0658 -4.0554 -0.15 -0.03 0.23
F 12.4349 -10.6423 -4.5835 -0.32 0.11 0.18
F 10.9639 -8.3987 -4.0531 0.01 -0.49 -0.16
F 10.7823 -9.8055 -2.4294 0.36 -0.24 -0.12
H 11.9679 -6.1144 -1.5535 0.23 -0.09 -0.08
H 10.9725 -6.4196 -2.9331 0.20 -0.09 -0.25
H 12.0614 -5.4106 -5.1315 -0.06 0.02 0.15
H 13.2452 -10.4511 -2.7700 -0.21 0.07 0.10
C 1.0214 1.4689 7.2476 -0.47 0.37 -0.53
C 2.4715 0.9868 7.4423 -0.07 0.88 0.35
C 2.6524 -0.3900 8.0886 0.49 -0.62 0.10
F 2.1044 -0.4654 9.3156 0.03 -0.01 -0.18
F 3.9717 -0.6606 8.2406 -0.01 0.22 -0.26
F 3.1618 1.9361 8.1128 0.00 -0.27 0.01
F 3.0362 0.9246 6.1973 -0.21 -0.39 -0.03
O 0.4708 2.3249 8.2526 0.43 -0.80 0.81
C -0.0384 1.7210 9.4126 -0.40 -0.02 -1.54
C 0.7905 2.0350 10.6643 0.39 0.26 0.68
F 2.0925 1.7279 10.4972 -0.19 0.15 -0.13
F 0.3459 1.3122 11.7189 -0.28 0.00 -0.28
F -0.1921 0.4004 9.1981 -0.13 0.06 0.48
F -1.2845 2.2191 9.5770 0.27 0.13 0.33
H 1.0335 2.0938 6.3518 0.17 0.06 0.18
H 0.3439 0.6480 7.0015 0.18 -0.10 0.24
H 2.2178 -1.1738 7.4621 -0.08 0.10 -0.10
H 0.7256 3.0975 10.9139 -0.18 -0.02 -0.16
C -3.5854 7.8098 2.9937 0.18 -0.29 0.80
C -4.4964 7.6257 1.7646 -0.33 0.85 0.65
C -3.8088 7.6672 0.3950 0.17 0.02 -0.53
F -3.1684 8.8262 0.1721 -0.09 -0.24 -0.01
F -4.7292 7.5434 -0.6003 -0.23 -0.14 0.14
F -5.5069 8.5187 1.8309 0.15 -0.14 -0.27
F -5.0800 6.3919 1.8862 0.34 -0.18 -0.16
O -3.4769 9.1218 3.5465 0.13 0.33 -1.22
C -2.5812 10.0125 2.9324 0.23 -1.27 0.90
C -3.2859 11.1795 2.2303 -0.35 0.72 -0.24
F -4.2161 10.7513 1.3508 0.05 -0.06 0.24
F -2.3933 11.9194 1.5326 0.18 -0.25 0.25
F -1.7562 9.3256 2.1172 0.11 0.44 -0.10
F -1.8046 10.5021 3.9212 -0.29 0.30 -0.23
H -4.0478 7.2280 3.7944 -0.17 0.15 -0.13
H -2.6039 7.3517 2.8500 -0.07 0.15 -0.27
H -3.0922 6.8467 0.2908 -0.01 -0.08 0.18
H -3.7841 11.8246 2.9588 0.13 -0.14 0.14
```
Positions in Å, forces in eV/Å.